Molecular formula: C23H25GeMnN2O7S
Method: DFT, wB97M-V/def2-TZVPD

Properties
* ΔE to the lowest compared entry with this formula, charge and spin: 0.0 kcal per mole
* HOMO (spin up / spin down): -9.52 / -9.52 eV
* E_tot: -140244.156 eV
* LUMO level (spin up / spin down): -1.118 / -0.865 eV
* strongest force on any atom: 0.4 eV/A
* frontier orbital gap (spin up / spin down): 8.4 / 8.7 eV
* 2S+1: 5

XYZ file:
```
60
Properties=species:S:1:pos:R:3:nbo_charge:R:1
Mn 0.805 0.300 3.136 1.682
O 1.435 2.992 5.290 -0.923
S 0.411 2.479 4.446 2.544
O -0.815 3.193 4.318 -0.928
O 1.001 2.180 3.005 -1.022
O 0.143 0.961 4.745 -0.929
O -0.338 -3.509 3.009 -0.585
C -0.518 -2.318 2.968 0.797
O 0.378 -1.454 3.431 -0.787
C -1.804 -1.716 2.431 -0.527
C -1.662 -0.403 1.663 -0.817
Ge -0.949 -0.480 -0.183 1.607
C -0.255 1.296 -0.627 -0.475
C 0.489 1.490 -1.794 -0.214
C 0.915 2.757 -2.168 -0.230
C 0.606 3.856 -1.375 -0.217
C -0.123 3.680 -0.209 -0.216
C -0.551 2.409 0.158 -0.146
C 0.309 -1.880 -0.733 -0.470
C 0.380 -2.104 -2.112 -0.149
C 1.277 -3.015 -2.652 -0.241
C 2.112 -3.742 -1.816 -0.208
C 2.040 -3.552 -0.443 -0.220
C 1.152 -2.626 0.093 -0.217
C -2.530 -0.768 -1.299 -0.475
C -3.024 -2.056 -1.512 -0.148
C -4.183 -2.262 -2.246 -0.231
C -4.864 -1.178 -2.784 -0.204
C -4.384 0.108 -2.584 -0.211
C -3.226 0.309 -1.844 -0.203
H -2.447 -1.563 3.303 0.243
H -2.288 -2.477 1.820 0.236
H -1.196 0.379 2.282 0.179
H -2.658 0.017 1.498 0.262
H 0.732 0.644 -2.428 0.214
H 1.477 2.889 -3.085 0.215
H 0.929 4.847 -1.670 0.217
H -0.369 4.529 0.416 0.225
H -1.126 2.305 1.071 0.211
H -0.286 -1.568 -2.780 0.210
H 1.314 -3.165 -3.724 0.217
H 2.804 -4.464 -2.230 0.218
H 2.668 -4.130 0.223 0.224
H 1.141 -2.492 1.162 0.236
H -2.493 -2.914 -1.111 0.205
H -4.553 -3.267 -2.401 0.215
H -5.767 -1.337 -3.360 0.215
H -4.911 0.955 -3.005 0.215
H -2.858 1.320 -1.700 0.215
C 3.804 2.583 0.103 -0.429
N 2.938 1.820 0.979 -0.593
C 2.665 0.533 0.808 0.829
N 3.268 -0.165 -0.165 -0.800
O 1.866 -0.097 1.574 -0.764
H 3.914 3.582 0.515 0.235
H 3.382 2.672 -0.901 0.209
H 4.795 2.129 0.050 0.205
H 2.368 2.288 1.677 0.456
H 3.725 0.309 -0.922 0.407
H 2.938 -1.109 -0.314 0.439
```



Molecular formula: HO2S
Method: DFT, wB97M-V/def2-TZVPD

Properties
* ΔE to the lowest compared entry with this formula, charge and spin: 0.0 kcal per mole
* HOMO: -2.76 eV
* E_tot: -14946.604 eV
* LUMO level: 4.438 eV
* strongest force on any atom: 1.9 eV/A
* total charge: -1
* frontier orbital gap: 7.2 eV

XYZ file:
```
4
Properties=species:S:1:pos:R:3:nbo_charge:R:1
O -1.756 1.253 0.288 -1.072
O -1.775 -1.274 0.298 -1.065
S -1.300 0.011 -0.393 1.306
H 0.169 0.143 -0.094 -0.168
```



Molecular formula: C38H31N2O3SZn
Method: DFT, wB97M-V/def2-TZVPD

Properties
* ΔE to the lowest compared entry with this formula, charge and spin: 0.0 kcal per mole
* HOMO (spin up / spin down): 1.43 / -2.14 eV
* E_tot: -108286.286 eV
* LUMO level (spin up / spin down): 4.575 / 4.573 eV
* strongest force on any atom: 0.4 eV/A
* total charge: -2
* frontier orbital gap (spin up / spin down): 3.1 / 6.7 eV
* 2S+1: 2

XYZ file:
```
76
Properties=species:S:1:pos:R:3:lowdin_charge:R:1
Zn 1.044 -0.501 0.249 0.638
O 0.356 1.034 1.217 -0.235
C 0.236 2.292 0.683 -0.483
C 1.044 2.461 -0.652 -0.074
C 0.639 1.588 -1.808 -0.310
C 0.070 2.106 -2.935 -0.099
C -0.330 1.262 -4.011 -0.141
C -0.169 -0.137 -3.795 -0.101
C 0.397 -0.607 -2.647 -0.293
C 0.517 -2.072 -2.336 -0.073
C -0.449 -2.593 -1.219 -0.499
O -0.274 -1.928 -0.038 -0.238
C -0.093 -4.089 -1.031 -0.118
C 0.851 -4.400 -0.053 -0.009
C 1.267 -5.710 0.144 -0.094
C 0.740 -6.742 -0.625 -0.135
C -0.207 -6.444 -1.593 -0.116
C -0.617 -5.129 -1.793 -0.035
C -1.922 -2.473 -1.654 -0.124
C -2.859 -2.133 -0.681 -0.018
C -4.206 -2.015 -0.992 -0.109
C -4.649 -2.227 -2.292 -0.126
C -3.724 -2.555 -3.274 -0.102
C -2.376 -2.675 -2.954 -0.061
N 0.886 0.233 -1.658 0.034
C -1.254 2.555 0.386 -0.104
C -1.959 1.508 -0.218 -0.001
C -3.291 1.651 -0.565 -0.070
C -3.964 2.841 -0.300 -0.126
C -3.284 3.878 0.316 -0.120
C -1.938 3.735 0.653 -0.038
C 0.808 3.323 1.679 -0.129
C 1.139 2.889 2.960 -0.012
C 1.685 3.756 3.897 -0.099
C 1.922 5.086 3.572 -0.129
C 1.608 5.532 2.295 -0.110
C 1.061 4.658 1.362 -0.062
H 2.086 2.245 -0.383 0.090
H 0.985 3.501 -0.984 0.098
H -0.095 3.178 -2.982 0.090
H -0.791 1.652 -4.908 0.045
H -0.514 -0.849 -4.539 0.084
H 1.523 -2.272 -1.945 0.121
H 0.403 -2.666 -3.248 0.106
H 1.237 -3.595 0.562 0.101
H 2.005 -5.925 0.909 0.092
H 1.059 -7.766 -0.466 0.081
H -0.638 -7.238 -2.195 0.084
H -1.366 -4.919 -2.547 0.095
H -2.486 -1.929 0.315 0.117
H -4.913 -1.735 -0.218 0.093
H -5.698 -2.120 -2.541 0.083
H -4.047 -2.700 -4.298 0.088
H -1.671 -2.914 -3.740 0.099
H -1.450 0.568 -0.401 0.103
H -3.802 0.825 -1.045 0.087
H -5.008 2.954 -0.570 0.082
H -3.798 4.806 0.545 0.082
H -1.433 4.556 1.143 0.091
H 0.968 1.843 3.180 0.104
H 1.943 3.385 4.883 0.088
H 2.356 5.764 4.299 0.081
H 1.797 6.563 2.018 0.086
H 0.831 5.029 0.371 0.104
O 2.073 -1.507 1.767 -0.215
N 2.799 -0.676 2.490 -0.221
C 2.576 -0.651 3.818 -0.050
C 3.270 0.174 4.660 -0.105
C 4.227 1.028 4.095 -0.122
C 4.439 1.005 2.747 -0.113
C 3.730 0.137 1.873 -0.732
S 3.912 0.069 0.199 0.603
H 1.797 -1.330 4.132 0.130
H 3.051 0.166 5.718 0.087
H 4.782 1.720 4.719 0.093
H 5.152 1.669 2.279 0.091
```



Molecular formula: C2H3F4NOS
Method: DFT, wB97M-V/def2-TZVPD

Properties
* HOMO (spin up / spin down): -7.14 / -10.76 eV
* E_tot: -27358.152 eV
* LUMO level (spin up / spin down): 0.571 / -2.464 eV
* strongest force on any atom: 5.5 eV/A
* frontier orbital gap (spin up / spin down): 7.7 / 8.3 eV
* 2S+1: 3

XYZ file:
```
12
Properties=species:S:1:pos:R:3:nbo_charge:R:1
C -0.351 2.442 0.315 0.446
C 1.081 0.279 1.325 0.372
N -0.536 -0.797 -0.636 -0.930
O -1.382 0.418 1.731 -0.922
F -1.538 2.994 -0.029 -0.313
F 0.511 2.640 -0.713 -0.316
F 1.005 -0.999 1.803 -0.320
F 2.149 0.327 0.458 -0.321
S -0.598 0.713 0.590 1.431
H 1.211 0.872 2.195 0.156
H -1.040 -1.346 -0.054 0.347
H -1.134 -0.509 -1.515 0.370
```



Molecular formula: C4H12NOP
Method: DFT, wB97M-V/def2-TZVPD

Properties
* ΔE to the lowest compared entry with this formula, charge and spin: 34.9 kcal per mole
* HOMO: -9.90 eV
* E_tot: -17169.432 eV
* LUMO level: 0.804 eV
* strongest force on any atom: 4.5 eV/A
* structure (SMILES): CCP(N)(=O)CC
* frontier orbital gap: 10.7 eV

XYZ file:
```
19
Properties=species:S:1:pos:R:3:nbo_charge:R:1
C 2.382 0.021 -0.431 -0.657
C 1.009 0.617 -0.078 -0.775
P -0.122 -0.910 -0.076 2.044
N 0.107 -1.639 1.535 -1.138
O -0.067 -1.872 -1.158 -1.077
C -1.727 -0.066 0.194 -0.789
C -2.077 1.201 -0.605 -0.620
H 3.106 0.034 0.419 0.218
H 2.132 -0.959 -0.954 0.239
H 3.086 0.554 -1.146 0.223
H 0.691 1.273 -0.887 0.238
H 0.804 1.233 0.711 0.225
H 0.562 -0.969 2.142 0.370
H 0.814 -2.321 1.472 0.380
H -2.474 -0.843 0.062 0.244
H -1.703 0.170 1.236 0.226
H -1.914 1.961 0.144 0.213
H -1.512 1.288 -1.585 0.215
H -3.097 1.226 -0.997 0.223
```



Molecular formula: C3H6NOS
Method: DFT, wB97M-V/def2-TZVPD

Properties
* ΔE to the lowest compared entry with this formula, charge and spin: 82.8 kcal per mole
* HOMO (spin up / spin down): -13.38 / -13.09 eV
* E_tot: -17569.828 eV
* LUMO level (spin up / spin down): -4.817 / -6.640 eV
* strongest force on any atom: 4.9 eV/A
* total charge: +1
* frontier orbital gap (spin up / spin down): 8.6 / 6.5 eV

XYZ file:
```
12
Properties=species:S:1:pos:R:3:nbo_charge:R:1
C -0.157 -1.131 0.359 -0.165
C -1.516 -1.226 0.245 -0.372
C 0.072 1.307 -0.392 0.287
N 0.557 -0.042 -0.303 -0.550
O -0.137 1.922 0.774 -0.597
S -2.626 -0.255 -0.553 0.256
H 0.522 -1.806 0.930 0.254
H -1.810 -2.110 0.588 0.257
H -0.235 1.683 -1.341 0.218
H 1.371 0.087 0.289 0.451
H 0.871 -0.262 -1.174 0.437
H -0.548 2.742 0.605 0.522
```



Molecular formula: C3H3ClN2S
Method: DFT, wB97M-V/def2-TZVPD

Properties
* ΔE to the lowest compared entry with this formula, charge and spin: 45.0 kcal per mole
* HOMO: -9.25 eV
* E_tot: -29495.370 eV
* LUMO level: 0.305 eV
* strongest force on any atom: 4.3 eV/A
* structure (SMILES): ClNc1cncs1
* frontier orbital gap: 9.6 eV

XYZ file:
```
10
Properties=species:S:1:pos:R:3:nbo_charge:R:1
Cl -2.870 0.265 -0.752 0.104
N -1.704 -1.008 -0.612 -0.581
C -0.254 -0.391 -0.124 -0.095
C 0.212 0.821 -0.517 -0.108
N 1.417 1.133 0.010 -0.400
C 1.858 0.209 0.777 -0.127
S 0.822 -1.188 0.941 0.393
H -1.992 -1.616 0.151 0.369
H -0.283 1.510 -1.172 0.228
H 2.793 0.264 1.297 0.218
```



Molecular formula: C16H23BCeN6
Method: DFT, wB97M-V/def2-TZVPD

Properties
* HOMO (spin up / spin down): -14.69 / -14.69 eV
* E_tot: -39491.335 eV
* LUMO level (spin up / spin down): -9.939 / -9.931 eV
* strongest force on any atom: 5.2 eV/A
* total charge: +2
* frontier orbital gap (spin up / spin down): 4.7 / 4.8 eV

XYZ file:
```
47
Properties=species:S:1:pos:R:3:lowdin_charge:R:1
H 0.471 -1.792 2.995 0.120
N 0.662 -2.054 0.883 -0.134
B 1.367 -2.893 -1.438 -0.465
N 1.308 -3.013 0.110 0.009
C 1.850 -3.946 0.909 0.000
Ce -0.626 -0.098 0.310 1.502
H 2.359 -4.796 0.473 0.148
C 1.588 -3.604 2.237 -0.005
H 1.885 -4.154 3.113 0.116
C 0.856 -2.409 2.191 -0.089
H 1.906 -3.846 -1.943 0.134
C -0.428 2.010 -1.249 -0.001
H -1.047 2.884 -1.035 0.042
H -0.979 1.396 -2.007 0.060
H 0.496 2.341 -1.716 0.044
N 2.197 -1.614 -1.766 -0.015
N -0.071 -2.693 -1.986 0.009
N 1.756 -0.419 -1.231 0.002
N -0.916 -1.700 -1.495 -0.128
C 3.313 -1.404 -2.476 -0.029
C -0.697 -3.378 -2.956 -0.002
H 3.805 -2.222 -2.960 0.136
H -0.198 -4.213 -3.426 0.147
C 3.621 -0.050 -2.411 -0.016
C -1.970 -2.839 -3.136 -0.005
C 2.613 0.530 -1.617 -0.125
C -2.072 -1.782 -2.221 -0.095
H 4.437 0.457 -2.870 0.103
H -2.717 -3.170 -3.835 0.116
H 2.446 1.557 -1.322 0.094
H -2.885 -1.088 -2.048 0.120
H 1.389 2.424 0.628 0.124
C -2.980 2.394 1.720 -0.030
C -1.592 2.877 2.163 -0.586
C -1.354 4.295 1.620 0.000
C -1.507 2.887 3.686 -0.026
C -0.561 1.901 1.632 -0.161
C 0.565 1.802 1.006 -0.058
H -3.744 3.104 2.045 0.115
H -3.196 1.399 2.146 0.099
H -3.033 2.298 0.622 0.092
H -2.148 4.963 1.979 0.119
H -0.384 4.695 1.958 0.114
H -1.354 4.313 0.525 0.083
H -1.663 1.878 4.077 0.096
H -0.506 3.207 4.016 0.110
H -2.261 3.567 4.101 0.114
```